12
Properties=species:S:1:pos:R:3:mulliken_charge:R:1 method="wB97M-V/def2-TZVPD" de_lowest_kcal_mol=117.4 gap_ev=8.876 spin_multiplicity=1 homo_energy_ev=-9.55 lumo_ev=-0.673
O 1.06430 2.32812 0.15745 -0.5541
O 0.36765 -1.12374 -0.58366 -0.3329
C -0.86389 -1.31911 0.05516 -0.5753
C 1.15092 -0.13108 0.03593 -0.3820
C 0.49782 1.23071 -0.00193 0.7127
C -0.83983 1.58556 0.00486 -0.4643
H -1.23400 1.97111 -0.92679 0.2554
H -0.73617 -1.63337 1.09337 0.3009
H 1.36442 -0.37621 1.09262 0.2775
H 2.10254 -0.07489 -0.50205 0.3014
H -1.45777 -0.38344 0.08634 0.2342
H -1.41599 -2.07365 -0.51132 0.2264

---

8
Properties=species:S:1:pos:R:3:mulliken_charge:R:1 method="wB97M-V/def2-TZVPD" de_lowest_kcal_mol=87.7 gap_ev=10.161 spin_multiplicity=1 homo_energy_ev=-10.48 lumo_ev=-0.319
C -1.44216 1.32139 0.02643 0.0166
C 2.46884 0.76246 -0.00516 -0.3385
C 1.99951 -0.32442 0.15073 -0.3898
C -1.69304 0.06814 0.11104 -0.5384
H -1.74938 -0.69665 -0.64815 0.2789
H -1.87828 -0.31025 1.11049 0.2382
H 1.57553 -1.27385 0.27878 0.3734
H 2.90006 1.71072 -0.11424 0.3596

---

46
Properties=species:S:1:pos:R:3:mulliken_charge:R:1 method="wB97M-V/def2-TZVPD" de_lowest_kcal_mol=107.5 gap_ev=9.676 spin_multiplicity=1 smiles="C=CCCCCCO.O.O.O.O.O.O.O.O" homo_energy_ev=-9.47 lumo_ev=0.207
O 3.11573 0.60514 1.67888 -0.6912
O 1.22520 -3.72042 0.48106 -0.6357
O 2.18865 2.65915 -0.51262 -0.5233
O 1.47729 -1.40791 2.30196 -0.7619
O 2.08134 0.37479 -1.83152 -0.5715
O -0.89542 3.82980 0.02383 -0.6081
O -1.79268 2.13615 -2.65906 -0.6584
O 2.51206 -2.39441 -1.68216 -0.6531
O -1.41554 -2.55990 -1.79328 -0.6129
C -1.76199 -2.61580 -0.34952 -0.1574
C -0.42140 0.73308 0.30675 2.9086
C -2.25367 -0.31669 -0.90975 -0.4933
C -1.88025 0.86426 0.00548 -0.9216
C -2.80984 -1.53818 -0.14102 -0.8581
C -0.40408 1.28791 2.74466 -1.3235
C -0.13631 1.61113 1.47176 0.0904
H 2.76194 0.78384 0.84569 0.2727
H 0.14912 2.53335 1.00814 0.2128
H 1.52562 -0.30548 -2.25647 0.2741
H -0.57378 -3.14984 -2.00282 0.2834
H 0.02036 3.96490 -0.31191 0.3339
H -0.91517 1.93753 -2.79189 0.2957
H 2.77960 -0.03423 -1.29997 0.2814
H 2.10506 -0.67781 2.14412 0.4668
H -3.85582 -1.85136 -0.41579 0.3474
H -2.23583 1.79841 -0.48149 0.2272
H 3.08883 1.27290 2.26595 0.3238
H -2.93981 -0.06926 -1.74032 0.5138
H 0.28026 1.06778 -0.58066 -0.5820
H -2.05926 -3.64348 -0.09072 0.4237
H 2.47628 -2.80455 -0.78409 0.3702
H -3.02402 -1.39704 0.89656 0.3820
H -2.33588 0.99064 1.01735 0.5309
H 1.22626 -2.81309 0.93006 0.3770
H 0.85850 -0.78022 2.63058 0.1700
H 3.03807 2.72124 -0.81242 0.3433
H -1.11197 4.31815 0.82519 0.2836
H -0.35879 1.88418 3.61129 0.3786
H 1.42766 -4.30038 1.11865 0.2545
H 2.04946 -2.93543 -2.36469 0.2651
H -0.81372 0.26502 2.94904 0.1961
H 1.69010 2.34938 -1.12050 0.1923
H -0.82189 -2.18377 0.26998 -0.2194
H -1.29139 -0.78527 -1.32882 0.2825
H -1.72076 2.70530 -1.86256 0.3601
H -0.24811 -0.40948 0.59710 -1.3706

---

18
Properties=species:S:1:pos:R:3:mulliken_charge:R:1 method="wB97M-V/def2-TZVPD" de_lowest_kcal_mol=195.6 gap_ev="7.662 / 7.994" spin_multiplicity=1 homo_energy_ev="-8.18 / -8.33" lumo_ev="-0.514 / -0.331"
O -1.07007 -1.84977 -0.69610 -0.4331
O 2.18565 0.91399 1.45261 -0.6024
O -0.34094 0.95230 2.10468 -0.2386
N -1.17250 -0.68592 0.10163 -0.2383
N 0.30959 1.07790 0.92782 -0.2943
C -1.97564 0.22489 -0.69733 -0.8112
C 1.32171 -0.02713 -1.01612 -1.5488
C 0.70878 -0.09639 0.34917 0.7034
H 2.38505 -0.25987 -0.95637 0.3613
H 1.19351 0.96621 -1.44811 0.3777
H -2.06013 1.17620 -0.17373 0.2969
H -1.55900 0.38980 -1.69835 0.3175
H 0.84513 -0.75293 -1.68042 0.3739
H -0.38679 0.00388 2.34061 0.4095
H 0.93219 -0.95764 0.97406 0.4349
H -2.98004 -0.19645 -0.81858 0.2928
H -0.90093 -2.55278 -0.05125 0.3240
H 2.56443 1.67371 0.98576 0.2746

---

Computed M, in the same sequence as the records: 86.09 52.08 258.31 122.12 Da.